w) C4H6O as an isolated structure. Source: the OMol25 dataset; level of theory: wB97M-V/def2-TZVPD.

The geometry in ORCA input format:
```
! RIJCOSX wB97M-V def2-TZVPD def2/J DEFGRID3
* xyz 0 1
C -2.14663 -0.83202 1.15173
C -1.01959 -0.11919 0.44740
C -0.10581 0.50104 0.01647
C 1.26861 0.84712 -0.38048
H -2.06146 -2.15346 0.97929
H -1.97142 -0.48304 2.43252
H -3.14753 -0.32161 0.76609
H 1.84977 1.11831 0.51222
H 1.13929 1.73141 -0.98137
H 1.27861 -1.25029 -1.00918
O 1.86666 -0.12788 -1.26378
*
```



x) C4H6O as an isolated structure. Source: the OMol25 dataset; level of theory: wB97M-V/def2-TZVPD.

The geometry in ORCA input format:
```
! RIJCOSX wB97M-V def2-TZVPD def2/J DEFGRID3
* xyz 0 1
C 0.60455 -0.03378 -0.02592
C -0.40641 -1.10590 0.02559
C -1.31786 -0.04614 -0.01195
C -0.31703 1.20581 0.06173
H -0.23612 -2.07207 -0.69834
H -0.38408 -1.38614 1.08934
H -1.74175 0.27040 -1.00339
H -2.40547 -0.15003 0.46400
H -0.49974 1.79121 -0.92942
H -0.14967 1.66198 1.06795
O 1.75467 -0.02942 -0.03585
*
```



y) The molecule C4H6O. Source: the OMol25 dataset; level of theory: wB97M-V/def2-TZVPD.

The geometry in ORCA input format:
```
! RIJCOSX wB97M-V def2-TZVPD def2/J DEFGRID3
* xyz 0 1
C 1.01155 -1.22452 0.81232
C 1.87829 -0.57201 0.00831
C 1.20206 0.42456 -0.52705
O -0.08776 0.46651 0.17701
C -1.39138 0.62482 -0.31569
H 0.85188 -0.98718 1.86358
H 0.36404 -1.99911 0.40127
H 1.43049 1.24346 -1.20819
H -1.75546 -0.20972 -0.93850
H -1.48011 1.56590 -0.85591
H -2.02360 0.66731 0.58285
*
```



z) The molecule C4H6O. Source: the OMol25 dataset; level of theory: wB97M-V/def2-TZVPD.

The geometry in ORCA input format:
```
! RIJCOSX wB97M-V def2-TZVPD def2/J DEFGRID3
* xyz 0 1
C -1.86363 0.08830 -0.04033
O -0.85860 1.09560 -0.02505
C 0.38117 0.69211 0.02731
C 1.68329 0.73361 0.09841
C 1.35891 -0.71340 -0.10649
H -2.12553 -0.14706 -1.07546
H -2.73359 0.49257 0.47169
H -1.52083 -0.81995 0.46062
H 2.50148 1.39493 0.28038
H 1.28940 -1.28999 0.81448
H 1.88794 -1.52672 -0.90556
*
```



Relative energies, kJ/mol: w) 210.5; x) 0.0; y) 202.7; z) 138.7.